101
Properties=species:S:1:pos:R:3:forces:R:3 method="wB97M-V/def2-TZVPD" gap_ev=8.794 homo_ha=-0.334 total_charge=0
C -1.54350 -2.73249 -3.87367 0.1645 0.3303 0.5804
O -1.17614 -1.47926 -3.32089 -0.1373 -0.1049 -0.2501
C -0.75710 -1.60452 -1.96887 0.1990 0.6147 -0.3703
C -0.89807 -0.24476 -1.31371 0.0374 -0.3336 -0.1326
C 0.18495 0.72085 -1.76221 -0.4164 0.5701 -0.4034
C 0.10855 2.03276 -0.98943 -0.1282 -0.5653 0.4884
C 0.74947 2.00324 0.40817 -0.1726 0.8638 -0.4242
C 2.17848 2.57828 0.45952 -0.0319 -0.5353 0.1008
C 3.41372 1.66792 0.63035 -0.5620 0.1829 0.6167
C 3.34364 0.40005 1.49815 1.1722 -0.6332 -0.7329
S 2.50472 -0.88878 0.47495 -0.2729 -0.0164 0.0048
C 2.93488 0.56210 2.96208 -0.6936 0.4090 1.0135
C 1.83266 1.58609 3.36459 0.7364 -0.2764 0.1298
C 2.23413 3.04048 3.43196 -1.6665 1.3321 -0.2734
O 1.37365 3.90803 3.50645 1.0043 -0.9830 0.1445
B 2.46231 -0.72340 3.80312 0.0929 -0.4733 0.0163
N 2.97585 -0.89776 5.14977 -0.2386 -0.3563 -0.9342
O 1.50266 -1.59015 3.32587 0.0252 0.6946 -0.3679
N 4.19713 1.02594 3.59709 0.1070 -0.0833 -0.1795
C 5.21440 0.22236 3.17849 0.6281 0.1634 0.2826
O 6.17098 -0.16655 3.82949 -0.9669 0.4369 -0.6522
C 4.87244 -0.12595 1.70728 -0.3440 -0.9601 0.0536
C 5.96704 0.38108 0.74062 0.2473 0.3750 0.0851
C 6.64169 1.68036 1.12371 1.2681 0.8098 1.3444
O 7.35220 1.88092 2.07091 -1.3476 -0.3758 -1.6004
Cl 6.38340 3.03022 -0.06733 0.1908 -0.3048 0.1499
P 5.24802 -1.99359 1.72389 0.6434 0.0237 0.5136
P 5.41269 -2.67041 -0.34693 0.0684 -0.8236 -0.1458
O 6.80886 -3.03244 -0.60538 0.2014 0.2788 -0.1071
O 4.45169 -3.95235 -0.52741 0.0028 0.5078 0.0522
O 4.85968 -1.58962 -1.38771 -0.2230 -0.1046 0.1729
H -2.56247 -2.96551 -3.57141 -0.2213 -0.2324 -0.0279
H -1.47796 -2.70145 -4.95170 0.0243 0.1566 -0.2494
H -0.87220 -3.49655 -3.48927 0.0864 -0.3449 -0.1260
H 0.30221 -1.86877 -1.98392 0.1639 -0.4085 0.2251
H -1.33107 -2.37259 -1.45838 -0.1828 -0.1734 0.1437
H -0.95266 -0.34789 -0.23073 0.2026 -0.0511 0.2125
H -1.85664 0.15400 -1.63236 -0.2790 0.1206 0.0769
H -0.02516 0.94656 -2.80436 0.0813 -0.0528 -0.2847
H 1.16915 0.26869 -1.74008 0.2484 -0.0784 0.2024
H 0.48340 2.87284 -1.56155 0.2839 0.1463 -0.1324
H -0.94771 2.24187 -0.83719 -0.2695 0.0840 -0.1117
H 0.63854 1.02889 0.86158 0.0817 -0.2667 -0.0643
H 0.13410 2.67131 1.00586 -0.0249 0.1089 0.3317
H 2.21201 3.34107 1.22571 -0.0082 0.1123 0.0716
H 2.32366 3.12618 -0.46362 0.1768 0.1501 -0.2318
H 3.74867 1.35827 -0.34866 0.1856 -0.1127 -0.2245
H 4.18243 2.29440 1.06656 0.1777 0.2087 -0.0280
H 1.29785 -0.96797 1.04781 0.0893 0.1387 0.1679
H 1.55188 1.32914 4.38964 -0.0530 0.1386 0.2759
H 0.91718 1.47400 2.80721 -0.1705 0.0952 -0.2641
H 3.28856 3.34522 3.39531 0.1560 -0.2779 0.0788
H 2.38724 -1.54205 5.65797 0.2274 -0.1861 0.3028
H 3.94633 -1.18522 5.19352 0.1784 0.4114 0.4125
H 1.67039 -2.48212 3.62118 -0.3229 -0.3555 0.3967
H 4.15916 1.24301 4.58202 0.0593 -0.1381 0.1916
H 5.63638 0.45100 -0.28302 -0.3324 -0.0580 -0.1136
H 6.78030 -0.34362 0.74540 0.2959 -0.0449 0.0696
H 4.07028 -2.64650 2.15540 -0.2876 0.2615 -0.3014
H 4.04073 -4.19550 0.30270 -0.3227 -0.2256 0.1512
H 5.29780 -1.77566 -2.22694 0.1077 0.2024 -0.3194
C -6.82957 -2.65853 -7.99244 0.0086 0.0560 0.1122
C -6.32705 -1.25401 -7.66948 -0.0637 -0.0504 -0.0910
C -5.29280 -0.73363 -8.66607 0.0264 0.0560 0.0298
C -4.00022 -1.54783 -8.73745 -0.0341 -0.0659 -0.0111
C -3.25532 -1.68758 -7.41123 0.1083 0.0985 -0.0321
C -2.78139 -0.35639 -6.83337 -0.0100 -0.1292 0.0945
H -6.02382 -3.39321 -7.96033 0.0010 -0.0097 -0.0212
H -7.58675 -2.97199 -7.27253 -0.0134 -0.0255 -0.0202
H -7.27954 -2.69115 -8.98661 0.0252 -0.0199 -0.0217
H -5.91853 -1.23527 -6.65545 0.0190 0.0203 -0.0045
H -7.17816 -0.56837 -7.66656 0.0055 0.0173 0.0327
H -5.05633 0.30511 -8.41967 0.0147 -0.0018 -0.0038
H -5.74218 -0.70926 -9.66366 -0.0197 -0.0053 0.0002
H -3.33573 -1.07884 -9.46964 0.0189 0.0021 0.0088
H -4.21834 -2.54577 -9.12805 -0.0116 0.0063 -0.0072
H -2.38288 -2.32725 -7.57296 -0.0225 -0.0410 0.0124
H -3.88101 -2.20472 -6.67809 -0.0132 -0.0108 -0.0131
H -2.11987 0.15725 -7.53378 -0.0267 0.0287 -0.0216
H -2.22761 -0.51475 -5.90645 0.0086 0.0615 0.0104
H -3.61685 0.30669 -6.60504 -0.0014 0.0178 -0.0146
C -4.75967 0.11817 5.85099 0.0071 0.0869 0.0881
C -4.17913 1.52858 5.79329 -0.0603 -0.0802 -0.0753
C -3.06040 1.68476 4.76505 0.0334 0.0891 0.0289
C -1.82600 0.82026 5.02178 -0.0226 -0.1049 -0.0179
C -1.15705 1.02882 6.37935 0.0985 0.0918 -0.0799
C -0.62063 2.44333 6.58245 0.0140 -0.1222 0.1083
H -4.00951 -0.61589 6.14894 0.0008 -0.0162 -0.0153
H -5.57360 0.06575 6.57505 -0.0139 -0.0304 -0.0122
H -5.15764 -0.17816 4.87845 0.0238 -0.0259 -0.0132
H -3.82466 1.81970 6.78577 0.0203 0.0182 -0.0081
H -4.97948 2.22799 5.53976 0.0056 0.0272 0.0269
H -2.76532 2.73650 4.71937 0.0199 -0.0047 -0.0062
H -3.45313 1.44150 3.77284 -0.0162 -0.0077 0.0006
H -1.09497 1.02294 4.23197 0.0097 0.0076 0.0032
H -2.09211 -0.23591 4.91910 -0.0078 0.0024 -0.0202
H -0.32482 0.32241 6.46472 -0.0212 -0.0276 0.0325
H -1.85080 0.77909 7.18621 -0.0146 -0.0277 -0.0107
H 0.10690 2.70068 5.80955 -0.0525 0.0722 -0.0374
H -0.12444 2.52801 7.55036 0.0120 0.0395 -0.0048
H -1.41708 3.18729 6.55621 0.0050 0.0165 -0.0331

50
Properties=species:S:1:pos:R:3:forces:R:3 method="wB97M-V/def2-TZVPD" gap_ev=6.684 e_above_lowest_kj_mol=0.0 homo_ha=-0.233 total_charge=0
P -1.32512 -2.28089 -0.78632 1.2907 -0.5945 -1.0283
P -1.51420 0.76199 -1.00910 0.9881 1.4353 -0.3996
C -1.93021 -1.70699 -2.43540 0.1667 -0.1259 0.1375
C -1.48036 -0.24739 -2.59544 -0.0412 0.0173 0.0731
H -3.02275 -1.81599 -2.48158 0.3971 0.0138 0.1892
H -1.47924 -2.38978 -3.17483 -0.1512 0.4692 -0.0635
H -0.41980 -0.25327 -2.91298 -0.5497 0.1705 0.1704
H -2.05244 0.32552 -3.33933 0.1123 -0.3013 0.0433
C -2.67761 2.19236 -1.02094 -0.2061 -0.2026 -0.3697
H -2.27856 2.98978 -0.36602 -0.0962 -0.4601 -0.3295
H -3.67371 1.90405 -0.65502 0.3703 0.1196 -0.1988
H -2.71649 2.54786 -2.06389 -0.1629 0.0984 0.3803
C -0.02781 1.74944 -1.42719 0.3259 0.3322 -0.2209
H -0.36472 2.43789 -2.22233 0.3471 -0.1158 0.1977
H 0.77536 1.11848 -1.82378 -0.1282 0.1216 0.2093
H 0.36071 2.32661 -0.58201 -0.1735 -0.0966 -0.1826
C -2.18893 -3.85001 -0.55945 0.2548 -0.3049 0.0587
H -2.56891 -3.85134 0.46639 -0.1096 -0.2811 -0.2422
H -1.46782 -4.66392 -0.69909 -0.4032 -0.0577 0.0060
H -3.00569 -3.90116 -1.28815 0.1351 -0.2087 0.3055
C 0.44975 -2.77064 -1.10004 0.2429 -0.4429 -0.4369
H 1.14598 -1.91052 -1.15180 -0.6452 -0.2968 0.0513
H 0.56033 -3.35451 -2.04002 -0.1027 0.2372 0.4927
H 0.79323 -3.41357 -0.26614 -0.2296 0.3288 -0.3206
Sn -2.51580 -0.68036 0.63442 -3.1637 -0.1464 1.0841
C 2.33659 3.06118 1.22718 -0.6810 0.1259 0.0047
C 1.19203 2.56946 1.72089 0.6311 0.9915 0.2757
C 0.87410 1.18616 2.16722 0.2882 -0.6255 0.4333
C 1.93413 0.02676 2.15311 -0.2326 -0.2074 0.6567
C 2.51118 -0.44277 0.83052 -1.1760 -0.4602 -1.2669
C 2.94784 0.21014 -0.26104 -0.0021 -0.2797 0.1697
C 3.57630 1.56208 -0.32713 0.0035 0.4765 0.0533
C 3.59262 2.28110 1.04057 0.4180 0.0350 -0.7441
C -2.72591 -1.87698 2.42252 1.1380 -0.1285 0.1945
H 2.36513 4.08385 0.81458 -0.1349 -0.3498 0.6018
H 0.40493 3.29126 1.98734 0.0642 -0.3117 -0.6577
H -0.01944 0.83102 1.60178 0.5218 0.2393 0.3168
H 0.53875 1.29904 3.21684 -0.0286 -0.3327 -0.3792
H 2.70070 0.12307 2.94049 -0.2328 0.3496 -0.2611
H 1.33346 -0.83034 2.50538 0.2711 0.2050 -0.0578
H 2.24742 -1.50017 0.63009 0.1381 0.6746 0.1363
H 2.87108 -0.28944 -1.24489 0.4834 -0.1455 0.6586
H 3.03245 2.19907 -1.05602 0.3193 -0.2507 0.2083
H 4.61077 1.45600 -0.71829 -0.5159 -0.0659 0.1589
H 3.74367 1.57556 1.85597 0.1143 0.0436 -0.1740
H 4.44727 2.96437 1.03976 -0.1197 0.0001 0.1411
H -2.68937 -1.21451 3.29328 0.0106 -0.3858 -0.2427
H -1.86358 -2.55017 2.39288 -0.2756 -0.2967 0.4943
H -3.68006 -2.42065 2.37181 0.3480 0.2775 -0.1246
Br -3.65729 1.14126 2.29525 0.1815 0.7131 -0.2023

| no. | maximum force (eV Å⁻¹) |
| --- | --- |
| 1 | 2.2 |
| 2 | 3.3 |